DFT (ωB97M-V/def2-TZVPD) results for 13 unconnected molecules or ions with the total composition C20H48F10N3O16PS2.

Each line ends with the Mulliken charge.
Atoms and positions in Å:
C1 4.88451 -0.55289 0.55610  -1.125
C2 3.36723 -0.80626 1.07873  0.485
N1 3.20480 -0.85263 2.49514  -0.578
C3 1.80055 -1.03482 2.77224  0.291
C4 1.41193 -1.07317 4.31416  0.489
C5 2.61237 -0.95809 5.39906  -1.347
C6 -0.07322 -1.21744 4.81485  0.415
S1 -0.25942 -1.23330 6.64308  1.253
O1 0.31415 -2.56503 7.11895  -0.553
O2 -1.66191 -1.15770 7.16001  -0.605
F1 0.58072 0.04076 7.40757  -0.286
C7 -1.27728 -1.37129 3.76914  0.633
P1 -3.06230 -1.53303 4.35623  0.229
N2 -4.18875 -1.26517 3.25222  -0.642
C8 -0.88347 -1.38099 2.24421  -0.453
C9 -1.99909 -1.58008 1.07161  0.400
C10 -2.66680 -0.13053 0.78207  -0.564
C11 -2.59286 0.28926 -0.78953  -0.245
C12 -1.50314 1.44715 -1.08866  -0.260
C13 -1.97737 2.92908 -0.60311  0.794
F2 -1.92244 3.09205 0.81843  -0.244
F3 -3.39903 2.96337 -0.91907  -0.359
C14 -1.33270 4.12690 -1.44551  0.631
F4 -2.25819 5.23474 -1.38231  -0.277
F5 -1.22226 3.83476 -2.85059  -0.178
S2 0.31687 4.77529 -0.86867  1.116
F6 0.77695 3.35217 -0.13293  -0.226
F7 -0.28549 5.45418 0.52661  -0.313
F8 0.01774 6.20501 -1.75085  -0.335
F9 1.03623 4.18170 -2.29353  -0.329
F10 1.81248 5.40498 -0.46451  -0.291
C15 0.64325 -1.19518 1.75313  -0.631
N3 0.89109 -1.18488 0.32493  0.284
C16 2.27341 -0.97053 -0.01684  0.066
C17 2.62211 -0.89944 -1.60895  -0.879
C18 1.94122 -2.17708 -2.37987  0.336
C19 3.15973 -3.23327 -2.65896  -0.835
C20 2.62542 -4.33036 -3.69084  0.334
O3 2.68564 -4.17141 -4.94446  -0.544
O4 2.07827 -5.54316 -3.12195  -0.551
H1 5.37393 -1.54456 0.21523  0.238
H2 4.84710 0.12323 -0.37104  0.339
H3 5.54133 -0.04453 1.33833  0.342
H4 2.69180 0.15292 5.72036  0.243
H5 2.44359 -1.61554 6.31716  0.254
H6 3.63110 -1.23246 4.96406  0.330
H7 -3.23812 -0.50262 5.36591  0.137
H8 -3.19279 -2.86325 4.91745  0.113
H9 -4.77728 -2.11246 3.17011  0.238
H10 -1.53125 -2.08046 0.12958  -0.117
H11 -2.73865 -2.35978 1.49032  -0.173
H12 -2.30737 0.69634 1.48204  0.261
H13 -3.80008 -0.25318 0.99612  0.369
H14 -3.63236 0.47361 -1.22685  0.241
H15 -2.19825 -0.68029 -1.31578  -0.051
H16 -1.17670 1.42663 -2.18322  0.452
H17 -0.58718 1.20717 -0.41674  -0.236
H18 2.11940 0.04180 -2.03249  0.271
H19 3.73682 -0.97301 -1.83418  0.409
H20 1.55807 -1.87308 -3.41788  0.347
H21 1.14408 -2.69855 -1.74983  -0.168
H22 3.56003 -3.70885 -1.69435  0.285
H23 4.04009 -2.68292 -3.17375  0.448
H24 1.69707 -5.26704 -2.24678  0.370
O5 -0.64491 9.17692 -1.43566  -0.675
H25 -0.48738 8.23131 -1.31164  0.332
H26 -1.49758 9.21414 -1.88996  0.307
O6 -3.50787 9.83660 -0.06004  -0.631
H27 -3.77029 9.42797 0.77399  0.312
H28 -2.56117 9.64926 -0.12457  0.347
O7 -1.26300 -4.01043 -0.97722  -0.539
H29 -1.28809 -4.73311 -0.33669  0.216
H30 -1.86925 -4.29520 -1.67318  0.269
O8 0.18920 1.47346 2.63009  -0.433
H31 -0.41851 1.91060 3.24068  0.282
H32 0.15827 2.02347 1.83650  0.152
O9 2.73526 -6.24274 -7.53970  -0.641
H33 3.36906 -6.94375 -7.34524  0.308
H34 2.85837 -5.60955 -6.81967  0.353
O10 -0.41487 -6.98970 -2.33295  -0.595
H35 -0.86786 -7.65000 -2.87173  0.316
H36 0.32441 -6.70291 -2.88661  0.365
O11 -0.79522 -0.86624 -2.94221  -0.461
H37 -0.99300 -0.91176 -3.88672  0.242
H38 -0.92972 -1.77099 -2.63089  0.167
O12 -3.39959 -0.01605 -4.07122  -0.553
H39 -4.00225 0.42482 -3.45920  0.294
H40 -3.43255 0.53123 -4.86634  0.291
O13 3.57240 -2.57717 7.77282  -0.660
H41 4.15132 -2.18068 8.43601  0.306
H42 2.75845 -2.77106 8.25784  0.309
O14 -3.60509 -4.16328 1.66089  -0.532
H43 -3.63260 -4.88522 2.30233  0.252
H44 -4.21361 -4.44483 0.96560  0.245
O15 0.50046 7.98330 -4.44379  -0.643
H45 -0.06905 8.64023 -4.02367  0.320
H46 0.56051 7.27459 -3.79018  0.318
O16 0.47459 2.81156 -5.35620  -0.607
H47 -0.12718 3.25155 -4.74295  0.308
H48 0.44293 3.36079 -6.14955  0.311

HOMO-LUMO gap in eV: 6.3
Calculated total energy in a.u.: -4294.8802
Strongest force on any atom in eV Å⁻¹: 6.5
2S+1: 1